Entry 1:
Computed, not measured: C31H42IN7ORbS2 as an isolated structure, with ωB97M-V/def2-TZVPD.

Last column: Mulliken charge in e.
Cartesian coordinates (Å):
I: 0.86186 -0.16469 5.92410  0.107
Rb: -1.68111 -0.12797 0.44449  0.569
S: 1.24810 4.52827 1.11187  -0.312
S: 0.23154 2.24241 2.25231  -0.532
O: -0.19060 0.39447 -1.82908  -0.298
N: 2.25342 0.98608 0.23994  -0.112
N: -4.64327 0.05883 -0.56203  0.060
N: -1.28296 -3.88087 0.74976  0.113
N: 3.07914 -1.98686 2.77300  -0.112
N: 1.68563 2.09849 -0.00823  -0.427
N: -2.11260 -2.50550 -1.86269  0.303
N: -3.85626 -0.81153 2.24956  0.070
C: 1.63229 1.20564 -4.76818  -0.310
C: -5.29058 -0.71324 1.86510  -0.964
C: 2.95141 1.01025 -4.35816  -0.663
C: 3.64075 -0.86050 -0.44378  -1.056
C: 1.05988 2.79442 0.93595  0.180
C: -2.46528 -4.32120 1.47414  -1.389
C: 2.46672 -1.11178 3.51225  0.063
C: 3.23306 0.65566 -3.02143  -0.907
C: 3.50682 -3.32806 4.70516  -0.480
C: -3.32698 -2.15456 2.58247  -1.229
C: 3.23015 6.12988 -0.30340  0.371
C: 5.02340 7.42901 -1.38984  -0.599
C: 3.85058 6.41954 0.95204  -0.397
C: -5.63885 -0.59426 0.30853  -0.743
C: -2.98703 -2.09119 -2.94328  -0.833
C: 2.01707 5.17936 -0.41713  -0.507
C: -2.04472 -3.93776 -1.69673  -0.795
C: -4.40604 -1.57496 -2.52723  -0.630
C: 0.60636 1.09165 -3.89392  -0.556
C: 0.81276 0.64516 -2.59230  -0.045
C: 5.60595 7.65710 -0.17079  -0.384
C: 2.18137 0.49089 -2.13660  0.825
C: -1.07238 -4.42446 -0.57501  -1.350
C: 5.03272 7.10703 0.95875  -0.488
C: 2.65204 0.24922 -0.77207  0.080
C: -4.60342 -0.14780 -2.02241  -0.723
C: 2.75980 -2.49550 5.46190  -0.186
C: 3.95103 6.53874 -1.45048  -0.348
C: 3.68113 -3.05948 3.34778  -0.341
C: 2.16452 -1.38990 4.88407  -0.360
C: -3.61760 -3.27355 1.51832  0.953
H: 5.47989 7.71835 -2.28396  0.386
H: -6.64153 -0.09730 0.20196  0.426
H: -3.15960 -2.95360 -3.58039  0.349
H: -5.56580 0.22293 -2.41056  0.335
H: -4.51025 -3.88843 1.72676  0.424
H: 4.17283 -0.52215 0.45828  0.283
H: 4.39635 -1.05061 -1.23521  0.488
H: -5.85783 -1.54242 2.24640  0.308
H: 1.52061 1.46557 -5.81240  0.360
H: -2.22712 -2.04701 2.68550  0.381
H: 5.50176 7.08314 1.91055  0.353
H: 1.16919 5.74105 -0.83136  0.298
H: -3.81231 0.46103 -2.48950  0.304
H: -4.58908 1.04812 -0.33602  0.230
H: -5.76695 -1.63423 -0.05380  0.247
H: -3.01472 -4.36195 -1.49300  0.499
H: -1.17198 -2.15596 -1.93802  -0.006
H: -1.55820 -4.47635 -2.56910  0.386
H: -0.47419 -3.97415 1.33803  0.281
H: 3.94308 -4.25397 5.12030  0.316
H: -5.00221 -1.64798 -3.44031  0.425
H: 3.75326 1.17699 -5.11116  0.269
H: -4.88584 -2.31434 -1.89614  0.280
H: 4.34731 -3.67212 2.71804  0.348
H: 2.59884 -2.74318 6.51119  0.354
H: -2.46224 -1.35023 -3.56860  0.358
H: -3.73323 -0.22511 3.07849  0.216
H: -5.77580 0.18772 2.29905  0.462
H: 3.66582 6.18066 -2.43619  0.385
H: 2.25774 4.33558 -1.06051  0.279
H: -1.19233 -5.51405 -0.56784  0.377
H: -3.72702 -2.90038 0.47766  -0.513
H: -0.41450 1.25839 -4.20869  0.368
H: -0.08555 -4.27090 -0.99062  0.572
H: 2.07715 -0.20123 3.05872  0.298
H: -3.59665 -2.43363 3.62165  0.269
H: 6.49850 8.21585 -0.10394  0.382
H: 3.10834 -1.79370 -0.21427  0.130
H: -2.16667 -4.63745 2.45445  0.430
H: -2.89676 -5.18233 0.96987  0.375
H: 3.36654 6.09075 1.84560  0.332
H: 4.23133 0.70217 -2.59765  0.340

Calculated values
electronic energy = -2783.079079 Eh
HOMO-LUMO gap = 4.47 eV
net charge = -1
energy relative to the best compared isomer or geometry (same formula, charge and spin) = 56.8 kJ/mol
highest occupied orbital energy = -2.923 eV



Entry 2:
Computed, not measured: C31H42N3PTm as an isolated structure, with ωB97M-V/def2-TZVPD.

Last column: Mulliken charge in e.
Cartesian coordinates (Å):
Tm: 0.18416 -0.34828 1.01315  -0.964
P: -2.89857 0.30018 2.57982  0.203
N: 0.92753 -2.61578 2.89003  -0.348
N: 0.22781 -0.99773 -2.52936  0.800
N: 0.77336 -2.13639 -0.78114  0.781
C: 0.14866 -0.95420 -1.17595  -0.767
C: 1.07033 -2.92589 -1.89242  -1.037
C: 0.43942 -2.87697 1.62492  0.051
C: -1.39742 -4.13768 2.56398  -1.153
C: -0.76380 3.07523 1.75441  -1.349
C: 1.05300 1.46066 2.64813  0.449
C: 0.77356 1.63799 4.09708  -1.348
C: -0.25464 2.37114 -5.02902  0.812
C: 1.28311 -2.35306 0.57457  -0.934
C: -1.58930 -0.70611 3.42066  0.033
C: 2.21333 1.02588 0.68837  1.170
C: 3.02956 -0.20222 2.84881  -1.682
C: 3.29556 0.61405 -0.24505  -1.140
C: -4.33627 -0.70076 3.18196  -1.195
C: 0.69875 -2.23185 -2.97060  -0.664
C: 1.08853 0.48153 -4.27186  1.441
C: 0.39716 2.16265 1.58657  0.411
C: 0.89641 2.57821 -0.93227  -1.039
C: -2.23410 0.52365 -2.37768  -1.433
C: -0.43209 3.54706 -5.94137  -1.570
C: -1.12557 0.88462 -3.30521  1.057
C: -0.77288 -4.02371 3.81208  -0.396
C: 2.14544 0.72252 2.09036  0.417
C: -1.25737 2.00950 -4.12514  -0.940
C: 1.12277 1.91142 0.37687  0.733
C: 0.38647 -3.24857 3.93337  -0.626
C: 0.05276 0.12383 -3.38470  -0.146
C: -2.79999 -0.44073 0.87040  -0.071
C: 0.90377 1.59674 -5.09415  -1.085
C: 2.39083 -0.25176 -4.33867  -1.656
C: -0.80047 -3.55538 1.45071  -0.005
H: -0.95771 4.36296 -5.43449  0.376
H: 1.54307 -3.88088 -1.78389  0.523
H: -0.54489 -0.33828 3.27115  -0.067
H: -0.16556 2.80951 -1.08283  0.209
H: 1.20589 0.82277 4.68997  0.381
H: 2.28339 -1.27361 -4.72388  0.380
H: -3.19212 0.83655 -2.81623  0.604
H: 2.53350 -1.17035 3.04269  0.086
H: 3.66694 -0.39153 -0.01003  0.325
H: -2.17070 2.60588 -4.06161  0.412
H: -2.28962 -0.54818 -2.16760  0.326
H: -5.24046 -0.39118 2.64083  0.415
H: 0.75689 -2.48568 -4.01372  0.811
H: 1.69716 1.87223 -5.79481  0.289
H: -4.17215 -1.77787 3.03366  0.259
H: 3.95155 -0.40359 2.29085  0.364
H: -1.14242 3.40951 0.78239  0.307
H: 2.94492 0.60670 -1.28445  -0.090
H: 4.15133 1.30724 -0.19437  0.356
H: 1.20823 2.57979 4.47095  0.321
H: -0.30286 1.68187 4.30482  0.316
H: -1.59503 2.57815 2.28301  0.189
H: -1.64768 -1.76682 3.15366  -0.140
H: 2.91373 -0.29771 -3.37129  0.226
H: -2.31965 -4.71742 2.45875  0.382
H: 1.46221 3.52102 -1.01774  0.287
H: -3.04906 -1.51267 0.87013  0.290
H: -1.75087 -0.62008 4.50577  0.560
H: 2.37373 -2.42302 0.66688  0.490
H: -1.20930 -3.65295 0.44223  0.371
H: 1.19947 1.92938 -1.76253  -0.085
H: 3.29111 0.23225 3.82349  0.500
H: 0.54124 3.91302 -6.28265  0.369
H: 0.89042 -3.13026 4.89896  0.310
H: -4.48495 -0.50129 4.25178  0.397
H: -0.48514 3.96934 2.33386  0.277
H: -1.86667 -0.28103 0.26500  -0.705
H: 3.04605 0.28903 -5.03266  0.383
H: -1.01727 3.28014 -6.83190  0.290
H: -2.14799 1.06737 -1.42387  0.031
H: -3.58145 0.08691 0.30058  0.534
H: -1.16700 -4.51701 4.69750  0.330

Calculated values
electronic energy = -2797.166943 Eh
HOMO-LUMO gap (alpha / beta) = 2.55 / 4.44 eV
net charge = -1
energy relative to the best compared isomer or geometry (same formula, charge and spin) = 0.0 kJ/mol
expectation value of S² = 2.049
highest occupied orbital energy (alpha / beta) = -0.125 / -2.015 eV
spin multiplicity = 3



> What is the energy relative to the best compared isomer or geometry (same formula, charge and spin) in the second record?

0.0 kJ/mol



> Number 1 is which compound?

C31H42IN7ORbS2